1.
# C35H33Cl2N5O14S

A cluster of 6 separate species, C35H33Cl2N5O14S in total in a non-equilibrium geometry (ωB97M-V/def2-TZVPD, the OMol25 dataset).

Results
relative energy (zero: lowest compared OMol25 entry of this formula, charge and spin) = 71.35 kJ/mol
highest occupied orbital energy = -9.8 eV
orbital gap = 9.068 eV

Each line ends with the Löwdin charge.
Geometry (Å):
C  -4.9237  -1.2222  -12.1849  -0.122
C  -4.1191  -2.4194  -12.7148  -0.726
Cl  -5.0848  -3.2007  -14.0112  0.654
C  -3.7740  -3.4260  -11.6061  -0.834
Cl  -2.1735  -4.1506  -11.8498  0.691
O  -4.7352  -4.4710  -11.4807  -0.365
S  -5.8889  -3.9964  -10.3651  0.942
O  -7.0740  -4.6725  -10.7242  -0.325
O  -5.3347  -4.6849  -8.9443  -0.284
C  -5.1899  -3.6382  -7.9660  -0.214
C  -3.7043  -3.3242  -7.6953  -0.267
O  -3.0178  -4.1541  -7.2419  0.108
H  -5.9469  -1.5412  -12.0133  0.062
H  -4.4932  -0.9449  -11.2234  0.079
H  -4.9155  -0.4088  -12.8987  0.080
H  -3.2085  -2.0265  -13.1496  0.086
H  -3.7930  -2.8846  -10.6627  0.067
H  -5.6235  -4.0210  -7.0469  0.130
H  -5.6807  -2.7165  -8.2837  0.098
H  -3.3340  -2.3156  -7.9666  0.130
C  -2.4057  -2.5399  -2.2989  -0.052
C  -2.6926  -1.2569  -1.8488  -0.059
C  -3.5430  -0.4420  -2.5776  0.015
C  -4.0989  -0.9272  -3.7479  -0.146
C  -3.8169  -2.1991  -4.2091  -0.012
C  -2.9642  -3.0098  -3.4813  -0.058
N  -5.0203  -0.0817  -4.5195  -0.350
O  -5.2416  1.0389  -4.1099  0.085
O  -5.5118  -0.5566  -5.5317  0.052
H  -1.7439  -3.1767  -1.7254  0.110
H  -2.2645  -0.8987  -0.9382  0.060
H  -3.7641  0.5555  -2.2264  0.124
H  -4.2528  -2.5658  -5.1247  0.091
H  -2.7374  -4.0075  -3.8331  0.110
C  3.1300  0.2334  2.3820  -0.073
C  1.9598  0.1126  3.1220  -0.063
C  0.7326  0.1411  2.4826  0.008
C  0.6901  0.2850  1.1057  -0.148
C  1.8446  0.4130  0.3572  -0.007
C  3.0693  0.3882  1.0032  -0.063
N  -0.6084  0.2919  0.4257  -0.334
O  -1.6127  0.1964  1.1093  0.073
O  -0.6184  0.3872  -0.7900  0.057
H  4.0876  0.2073  2.8777  0.100
H  2.0047  -0.0039  4.1912  0.087
H  -0.1764  0.0486  3.0592  0.118
H  1.8023  0.5308  -0.7159  0.119
H  3.9822  0.4869  0.4308  0.110
C  6.7309  5.6488  0.9816  -0.071
C  6.7282  5.3501  2.3373  -0.064
C  5.6299  4.7286  2.9088  -0.001
C  4.5467  4.4102  2.1098  -0.145
C  4.5317  4.7075  0.7590  -0.003
C  5.6323  5.3314  0.1945  -0.066
N  3.3899  3.7294  2.7077  -0.340
O  3.4250  3.4968  3.9018  0.074
O  2.4674  3.4324  1.9742  0.073
H  7.5925  6.1297  0.5367  0.107
H  7.5845  5.5993  2.9491  0.109
H  5.6294  4.4967  3.9640  0.121
H  3.6787  4.4584  0.1446  0.120
H  5.6351  5.5675  -0.8609  0.108
C  3.2146  -2.2206  9.4433  -0.060
C  2.6257  -1.2892  8.6000  -0.061
C  3.0175  -1.2066  7.2774  0.001
C  3.9952  -2.0602  6.8074  -0.138
C  4.6007  -2.9907  7.6331  -0.002
C  4.2049  -3.0687  8.9599  -0.064
N  4.3807  -1.9720  5.3942  -0.319
O  3.8190  -1.1226  4.7211  0.040
O  5.2210  -2.7425  4.9779  0.096
H  2.9034  -2.2865  10.4778  0.109
H  1.8571  -0.6268  8.9713  0.097
H  2.5565  -0.4794  6.6257  0.102
H  5.3685  -3.6520  7.2586  0.119
H  4.6667  -3.7925  9.6174  0.107
C  -2.0686  3.2644  7.0323  -0.068
C  -1.1325  3.2126  6.0081  -0.059
C  0.1803  2.8679  6.2849  0.003
C  0.5364  2.5747  7.5901  -0.147
C  -0.3831  2.6287  8.6224  -0.006
C  -1.6932  2.9768  8.3381  -0.067
N  1.9227  2.1856  7.8775  -0.343
O  2.7033  2.1659  6.9461  0.074
O  2.2160  1.8959  9.0250  0.063
H  -3.0948  3.5290  6.8121  0.108
H  -1.4267  3.4384  4.9921  0.111
H  0.9089  2.8283  5.4860  0.112
H  -0.0932  2.4026  9.6383  0.119
H  -2.4238  3.0208  9.1343  0.108

***

2.
# C35H33Cl2N6O5S2Ti

A structure of composition C35H33Cl2N6O5S2Ti in a non-equilibrium geometry (ωB97M-V/def2-TZVPD, the OMol25 dataset).

Results
<S²> = 2.02
relative energy (zero: lowest compared OMol25 entry of this formula, charge and spin) = 57.98 kJ/mol
spin multiplicity = 3
total charge = -1
highest occupied orbital energy (spin up / spin down) = -2.4 / -5.1 eV
orbital gap (spin up / spin down) = 3.992 / 6.725 eV

Each line ends with the Löwdin charge.
Geometry (Å):
Ti  0.4667  -0.1987  -0.4705  1.110
C  -0.2944  3.3100  -0.4951  -0.057
N  -0.1815  2.4501  0.6923  -0.190
C  0.7615  3.0539  1.6284  -0.093
C  -1.4952  2.2394  1.2338  -0.246
C  -2.1063  3.1803  2.0393  -0.041
C  -3.4166  3.0202  2.4811  -0.113
C  -4.1247  1.9156  2.0398  -0.130
C  -3.5206  0.9536  1.2406  -0.051
C  -2.1678  1.0500  0.8657  -0.247
N  -1.4952  0.0980  0.1406  -0.035
C  -2.0529  -1.1757  -0.0518  -0.248
C  -2.6946  -1.9301  0.9282  -0.028
C  -3.0669  -3.2450  0.6865  -0.083
C  -2.7943  -3.8392  -0.5325  -0.085
C  -2.1333  -3.1117  -1.5145  -0.015
C  -1.7629  -1.7987  -1.2805  -0.201
N  -0.9634  -1.0202  -2.1934  -0.240
C  -0.2957  -1.7906  -3.2428  -0.072
C  -1.7361  0.0671  -2.8180  -0.052
H  -0.7179  4.2860  -0.2191  0.094
H  0.6868  3.4682  -0.9413  0.079
H  -0.9362  2.8390  -1.2371  0.091
H  0.7704  2.4922  2.5613  0.047
H  1.7621  3.0375  1.1912  0.079
H  0.5185  4.1021  1.8510  0.081
H  -1.5525  4.0654  2.3266  0.105
H  -3.8794  3.7649  3.1153  0.091
H  -5.1680  1.7940  2.3115  0.098
H  -4.1023  0.1076  0.9067  0.105
H  -2.8410  -1.4984  1.9082  0.086
H  -3.5412  -3.8200  1.4733  0.095
H  -3.0580  -4.8728  -0.7135  0.099
H  -1.8797  -3.5877  -2.4518  0.106
H  -1.0131  -2.1522  -3.9898  0.091
H  0.4243  -1.1357  -3.7318  0.098
H  0.2441  -2.6290  -2.8135  0.088
H  -2.4716  -0.3466  -3.5175  0.095
H  -2.2480  0.6447  -2.0534  0.081
H  -1.0472  0.7204  -3.3528  0.085
Cl  2.0541  2.8135  -4.1002  0.690
C  2.8690  2.4007  -2.6284  -0.586
C  4.1727  2.8744  -2.4142  -0.127
C  4.8519  2.5631  -1.2733  -0.611
Cl  6.4730  3.1607  -1.0472  0.668
C  4.2531  1.7608  -0.2735  -0.169
C  4.8688  1.3641  0.9354  -0.008
C  4.1889  0.5710  1.8178  -0.018
C  2.8803  0.1618  1.5115  -0.089
N  2.2754  0.5380  0.4068  0.037
C  2.9364  1.3168  -0.4940  -0.138
C  2.2112  1.6040  -1.7048  -0.394
O  1.0223  1.1106  -1.8615  -0.182
H  4.6401  3.4880  -3.1720  0.103
H  5.8805  1.6852  1.1426  0.092
H  4.6417  0.2381  2.7408  0.111
H  2.3144  -0.4843  2.1726  0.086
S  -0.1679  0.0713  3.4927  0.716
C  -1.3909  -0.7548  4.1970  -1.152
N  -2.6998  -0.4554  4.0762  -0.074
C  -3.6120  -1.1316  4.9776  -0.235
C  -2.9856  -2.5009  5.2101  -0.432
S  -1.1941  -2.1911  5.1877  0.924
H  -2.9358  0.4175  3.6181  0.102
H  -4.5988  -1.2157  4.5224  0.120
H  -3.7039  -0.5848  5.9224  0.117
H  -3.2376  -3.1938  4.4081  0.071
H  -3.2793  -2.9299  6.1650  0.073
O  0.6595  -1.8975  0.6881  -0.113
C  1.4076  -2.4450  -0.1948  -0.557
O  1.7253  -1.6799  -1.1960  -0.109
C  1.8368  -3.8097  -0.1082  -0.166
C  1.3995  -4.6284  0.9588  -0.026
C  1.7716  -5.9413  1.0370  -0.015
C  2.6086  -6.4979  0.0384  -0.190
C  3.0549  -5.6870  -1.0345  -0.017
C  2.6724  -4.3754  -1.0987  -0.033
N  2.9846  -7.8304  0.1085  -0.415
O  3.7198  -8.3059  -0.7956  -0.074
O  2.5683  -8.5324  1.0668  -0.074
H  0.7537  -4.1923  1.7110  0.110
H  1.4424  -6.5797  1.8427  0.099
H  3.6926  -6.1325  -1.7827  0.099
H  3.0073  -3.7474  -1.9151  0.109